Entry 1:
The following is a DFT calculation (ωB97M-V with the def2-TZVPD basis set) of a structure of composition C25H25N8O4PdS5 in a non-equilibrium geometry.

XYZ file:
```
68
Properties=species:S:1:pos:R:3:nbo_charge:R:1
C 2.426 2.654 -2.135 -0.648
C -1.972 3.949 0.351 -0.363
N 1.162 0.804 -1.048 -0.326
C -2.746 -5.492 0.280 -0.527
C 6.040 -3.198 0.211 -0.207
Pd -0.732 -1.166 0.856 1.079
C 5.498 -1.924 0.236 -0.293
C -0.787 4.157 -0.330 -0.174
C 3.285 -2.864 0.389 -0.058
H 2.121 0.798 3.025 0.215
H 0.083 3.583 -0.051 0.239
H 3.184 -4.989 0.405 0.222
C 1.915 1.922 -0.945 0.174
H -1.067 6.750 -3.328 0.374
C 1.804 -2.653 0.497 0.542
S -4.412 -3.390 2.544 -0.234
S -2.004 2.788 1.734 2.318
C 1.164 0.885 2.510 -0.663
C 2.058 2.162 0.406 -0.374
H -3.639 -1.627 -1.516 0.215
H 1.609 2.940 -2.797 0.223
N -2.535 -0.348 -0.271 -0.565
C -4.679 0.163 -0.890 -0.481
C -3.058 5.601 -0.998 -0.282
H 0.598 1.712 2.938 0.272
C 1.354 1.130 1.060 0.244
H 2.945 3.554 -1.813 0.226
H 3.122 2.034 -2.701 0.224
C 4.123 -1.750 0.322 0.302
O -3.312 2.885 2.341 -0.966
H -3.944 6.155 -1.273 0.201
C -2.681 0.790 0.376 0.280
S -4.262 1.525 0.115 0.341
N -1.725 1.321 1.099 -0.922
C -3.102 4.676 0.027 -0.149
S -2.588 -4.005 -0.762 0.271
C -2.987 -2.707 2.335 0.153
H 5.633 -5.298 0.217 0.204
N -1.894 -2.282 2.272 -0.605
H 6.137 -1.049 0.180 0.193
H 0.872 0.307 -1.878 0.422
H -5.651 0.098 -1.331 0.226
C -1.870 5.832 -1.692 0.160
O 1.310 -2.202 1.557 -0.695
O -0.882 3.157 2.562 -0.972
C -1.602 -6.407 -0.090 -0.537
C -3.650 -0.705 -0.963 -0.027
H 4.253 0.156 0.390 0.478
C 3.838 -4.132 0.355 -0.172
N 1.160 -2.980 -0.596 -0.472
H -2.700 7.090 -3.057 0.375
H -1.728 -6.803 -1.097 0.208
C 5.211 -4.304 0.259 -0.257
H 0.597 -0.050 2.641 0.243
S -0.059 -5.419 -0.081 0.236
H 0.196 5.272 -1.866 0.190
H 7.112 -3.318 0.146 0.202
O 3.564 -0.513 0.306 -0.662
N -1.813 6.830 -2.655 -0.804
H -4.008 4.502 0.588 0.242
H -2.705 -5.169 1.322 0.248
C -0.734 5.098 -1.343 -0.236
H -3.718 -5.938 0.080 0.229
C -0.874 -3.877 -0.456 -0.079
N 0.827 0.329 0.152 -0.282
H -1.470 -7.226 0.615 0.223
H 2.573 2.983 0.865 0.228
N -0.190 -2.804 -0.600 -0.392
```

## Properties
**Energy**: -3825.5356 a.u.
**Frontier orbital gap (alpha / beta)**: 6.28 / 6.28 eV
**Net charge**: -1
**2S+1**: 1



Entry 2:
The following is a DFT calculation (ωB97M-V with the def2-TZVPD basis set) of the molecule C25H25NO4.

XYZ file:
```
55
Properties=species:S:1:pos:R:3:nbo_charge:R:1
O 2.122 -2.673 2.649 -0.482
N -1.004 2.051 0.668 -0.488
O -2.650 2.897 1.976 -0.609
H -0.807 -1.967 -4.711 0.172
H -1.162 -0.495 -0.459 0.215
H 1.083 2.315 0.636 0.201
H 1.098 -0.765 6.624 0.174
C 2.658 -3.104 1.424 -0.250
H -0.117 3.433 -1.425 0.213
H 2.530 0.681 -3.481 0.225
C 0.097 0.927 2.964 -0.016
C 0.263 0.092 4.063 -0.282
C -1.717 2.322 -0.527 0.248
H -3.655 3.049 -3.779 0.212
C 0.524 0.784 -0.753 -0.084
C 0.588 0.549 1.727 -0.046
H -3.487 1.314 0.122 0.229
C -3.113 2.848 -2.867 -0.222
C 1.570 1.101 -1.610 -0.184
H 2.275 1.873 -1.338 0.212
H -0.438 -1.584 6.220 0.176
C 0.827 -0.565 -3.187 0.315
H 1.669 -0.923 0.625 0.226
O 1.154 -1.994 4.951 -0.479
H 1.879 -3.233 0.665 0.175
C -1.539 2.426 1.859 0.700
C 0.653 -1.684 6.227 -0.251
H 0.018 -4.321 -4.637 0.216
C -0.354 -0.225 -1.123 -0.117
C -3.715 2.136 -1.843 -0.205
C -0.215 -0.893 -2.325 -0.317
C -1.817 3.308 -2.714 -0.195
C 0.256 -2.195 -4.857 -0.063
H -1.345 3.874 -3.503 0.212
C 1.278 -0.650 1.592 -0.241
O 1.062 -1.127 -4.403 -0.494
H 0.452 -2.242 -5.932 0.194
C 0.622 -3.526 -4.208 -0.638
C -1.121 3.056 -1.546 -0.253
C 0.349 1.492 0.566 -0.068
H 1.672 -3.745 -4.386 0.215
H 0.455 -3.496 -3.134 0.210
C 1.461 -1.482 2.681 0.256
C 0.937 -1.110 3.940 0.278
H -0.141 0.402 5.014 0.219
H 3.123 -4.067 1.631 0.200
H 3.416 -2.409 1.047 0.175
C 1.723 0.437 -2.809 -0.259
C -0.608 2.241 3.047 -0.506
H 0.933 -2.522 6.864 0.202
H -1.189 2.343 3.963 0.241
H -0.929 -1.661 -2.574 0.217
C -3.021 1.867 -0.678 -0.227
H 0.124 3.057 3.013 0.230
H -4.729 1.781 -1.954 0.213
```

## Properties
**Energy**: -1323.3653 a.u.
**SMILES string**: CCOc1ccc([C@@H]2c3cc(OC)c(OC)cc3CC(=O)N2c2ccccc2)cc1
**Frontier orbital gap**: 8.64 eV
**2S+1**: 1
**Energy relative to the best compared isomer or geometry (same formula, charge and spin)**: 33.5 kcal per mole



Entry 3:
The following is a DFT calculation (ωB97M-V with the def2-TZVPD basis set) of the molecule C25H25NO5S.

XYZ file:
```
57
Properties=species:S:1:pos:R:3:nbo_charge:R:1
C -2.471 2.994 1.888 -0.249
C 2.949 -2.947 0.350 0.288
H 2.098 -5.535 0.113 0.177
C 0.864 -2.077 -3.537 -0.167
H -0.346 -1.697 -6.670 0.213
H 1.527 0.541 -2.572 0.227
N -0.595 -0.072 -0.846 -0.430
H 0.463 1.432 0.142 0.204
C 0.793 -2.160 -4.917 -0.221
H -1.494 1.123 2.152 0.245
C -3.602 2.678 4.457 -0.857
H -3.897 4.128 -0.942 0.223
C -2.022 1.762 1.460 -0.209
H -0.164 1.884 -1.454 0.208
C -1.315 -1.029 -4.881 -0.204
H -0.813 -2.111 -0.898 0.264
H 1.592 -2.639 -5.465 0.213
H -3.505 2.892 5.514 0.253
H 1.716 -2.488 -3.017 0.213
H -3.457 4.815 1.422 0.243
C -1.246 -0.947 -3.502 -0.206
H 4.164 0.109 -0.416 0.224
C 1.652 0.710 -1.499 -0.427
H 3.009 -5.964 1.580 0.201
C 2.167 -0.540 -0.855 -0.046
C -0.293 -1.633 -5.594 -0.217
C 0.299 1.072 -0.881 -0.204
C -0.152 -1.462 -2.818 -0.041
C 3.445 -0.692 -0.354 -0.223
C -3.141 3.856 1.043 -0.204
H 5.767 -3.832 0.868 0.184
C 2.456 -5.170 1.080 -0.251
C 1.269 -1.593 -0.744 0.038
H 5.149 -3.062 2.350 0.180
O 3.374 -4.116 0.931 -0.522
H 0.942 -3.577 -0.069 0.221
C 3.862 -1.879 0.245 0.250
O -2.328 4.883 3.726 -0.943
H -3.555 1.612 4.277 0.240
O 5.159 -1.854 0.659 -0.495
H -2.171 -0.624 -5.401 0.212
C -0.107 -1.372 -1.301 -0.119
S -2.202 3.456 3.600 2.162
C -2.931 2.233 -0.711 -0.169
H 6.719 -2.562 1.676 0.188
H 2.344 1.540 -1.360 0.228
H -3.120 1.927 -1.729 0.221
C -1.832 0.007 -0.319 0.674
C -2.246 1.376 0.145 -0.107
H 1.603 -4.879 1.701 0.179
C -3.372 3.469 -0.267 -0.207
O -2.590 -0.941 -0.221 -0.617
H -4.513 3.106 4.062 0.239
O -0.987 2.839 4.059 -0.942
C 1.660 -2.776 -0.141 -0.308
H -2.053 -0.490 -2.950 0.215
C 5.712 -2.898 1.429 -0.239
```

## Properties
**Energy**: -1796.7838 a.u.
**SMILES string**: COc1cc2c(cc1OC)[C@H](c1ccccc1)N(C(=O)c1cccc(S(C)(=O)=O)c1)CC2
**Frontier orbital gap**: 8.57 eV
**2S+1**: 1
**Energy relative to the best compared isomer or geometry (same formula, charge and spin)**: 33.2 kcal per mole



Entry 4:
The following is a DFT calculation (ωB97M-V with the def2-TZVPD basis set) of a structure of composition C25H26AsF6FeN4O in a non-equilibrium geometry.

XYZ file:
```
64
Properties=species:S:1:pos:R:3:nbo_charge:R:1
C 1.832 -0.917 1.970 0.159
C -0.675 3.609 1.848 -0.222
C -1.933 -2.335 -0.234 0.127
N -1.008 1.519 0.770 -0.581
C 3.583 0.477 2.936 -0.082
C -2.188 4.431 3.645 -0.664
F 0.374 4.055 -3.728 -0.550
C 0.853 -3.062 2.836 -0.182
H 1.738 0.823 -3.218 0.401
C 3.455 1.325 1.863 -0.187
H 2.264 1.771 0.089 0.245
N -1.493 -1.304 -0.989 -0.516
C 2.471 1.116 0.927 0.054
C 2.699 -2.296 -2.796 -0.412
N 1.642 0.081 1.044 -0.508
C -1.832 3.432 2.564 0.125
C -3.776 -2.635 -1.738 -0.095
F -1.411 1.496 -2.025 -0.664
H -2.927 0.621 0.969 0.234
F -2.100 2.933 -3.824 -0.564
F 0.818 2.395 -1.694 -0.700
C -2.227 1.396 1.279 0.038
H -4.659 -3.155 -2.063 0.272
H -3.012 5.100 3.373 0.277
H -0.396 -4.715 3.486 0.274
As -0.587 2.799 -2.869 2.806
C -2.025 -1.076 -2.184 0.090
H -1.361 5.062 3.922 0.245
C 3.001 -0.891 -3.418 -0.454
C -3.137 -3.012 -0.561 -0.155
H -3.637 -1.514 -3.521 0.275
H -2.048 -4.427 1.588 0.262
H 4.060 -0.717 -3.448 0.288
C 2.835 -0.703 2.962 -0.158
N -0.099 -1.761 1.031 -0.502
Fe -0.073 -0.013 -0.058 1.624
C -1.255 -3.729 1.758 -0.168
C 2.187 0.051 -2.553 -0.123
C -1.109 -2.661 0.858 0.170
F -1.082 3.921 -1.555 -0.594
C -3.166 -1.763 -2.593 -0.191
C 0.838 -1.967 1.940 0.178
H -2.486 3.915 4.576 0.255
F 0.115 1.534 -3.851 -0.619
H 0.520 -2.384 -2.958 0.296
H 0.021 4.415 2.134 0.263
H -3.535 -3.747 0.132 0.259
O 1.158 -0.704 -1.961 -0.218
H 2.627 -0.851 -4.450 0.272
C -0.248 -3.944 2.754 -0.059
C 1.280 -2.080 -2.218 -0.119
C -0.371 2.706 0.804 0.088
H 4.280 0.625 3.730 0.272
H 4.132 2.135 1.789 0.272
H 1.068 -2.613 -1.252 0.247
H 2.684 0.539 -1.720 0.288
H 3.375 -2.559 -1.975 0.240
H -3.619 2.179 2.641 0.260
H 2.622 -3.130 -3.487 0.276
C -2.613 2.302 2.245 -0.218
H 1.687 -3.221 3.534 0.273
H 3.030 -1.436 3.749 0.263
H -1.528 -0.383 -2.861 0.263
H 0.367 2.943 0.055 0.270
```

## Properties
**<S²>**: 6.1114
**Energy**: -5360.1872 a.u.
**Frontier orbital gap (alpha / beta)**: 5.26 / 3.74 eV
**Net charge**: +3
**2S+1**: 5
**Energy relative to the best compared isomer or geometry (same formula, charge and spin)**: 28.4 kcal per mole